Below is a 2-piece molecular cluster, C4H12O3 overall at a distorted geometry, with properties calculated with ωB97M-V with the def2-TZVPD basis set.

Element x y z (Å)
O: 1.55543 -1.11267 -1.52265
O: -1.74186 0.52469 -0.15189
O: -0.94212 -2.50990 -1.28061
C: 0.20827 1.28209 1.08607
C: -1.24187 0.80001 1.15691
C: 1.18609 0.16008 -0.95778
C: 1.14966 0.14050 0.56251
H: 0.50200 1.72637 2.04040
H: -1.87874 1.55810 1.63780
H: -0.75978 -1.69719 -0.80706
H: 2.11521 0.17779 1.06041
H: -2.60397 0.90668 -0.22191
H: 0.67891 -0.78277 0.92875
H: 0.34766 2.07277 0.34159
H: -1.29852 -0.11317 1.75784
H: -0.20507 -3.09621 -1.10351
H: 1.93382 0.91280 -1.23998
H: 0.70119 -1.48495 -1.80728
H: 0.29368 0.53499 -1.47962

Output
HOMO level = -10.2 eV
relative energy (zero: lowest compared OMol25 entry of this formula, charge and spin) = 80.4 kJ/mol

---

Below is C21H43N2P3PrS as an isolated structure at a distorted geometry, with properties calculated with ωB97M-V with the def2-TZVPD basis set.

Element x y z (Å)
Pr: -1.50188 1.41719 0.33773
S: -0.17803 0.89020 -2.30032
P: -2.25815 -1.50920 1.37983
P: 1.42469 -0.64376 1.06763
P: 0.32249 -2.20565 -3.88485
N: -0.05498 2.41553 2.40854
N: 0.72361 2.83954 4.44342
C: 1.52249 3.56633 3.55249
C: -0.14731 2.10913 3.72586
C: -1.74086 -3.23962 1.66707
C: 1.88224 -1.04686 2.77712
C: -3.37288 -1.82437 -0.02742
C: -3.42140 -1.35246 2.80561
C: -0.89274 1.04781 4.42086
C: 2.03554 -1.77649 -3.42009
C: 1.01548 4.43813 -0.67599
C: -3.36023 1.05461 -1.23693
C: -2.87094 2.29042 -1.61088
C: 0.47533 -3.01130 -5.50816
C: 0.61854 2.38487 -1.94054
C: -0.78423 -3.18300 -2.80307
C: 3.11891 -0.14204 0.59050
C: 2.35889 4.42014 -1.07053
C: 1.06102 3.26466 2.30269
C: 0.13695 3.41682 -1.05514
C: 1.92266 2.50884 -2.46911
C: 2.82918 3.38875 -1.90178
C: 1.74634 -2.40515 0.53911
H: -3.06193 -1.91264 3.67912
H: 3.37144 0.84239 0.97646
H: 0.25768 -2.20426 -6.22037
H: -3.63413 0.72631 -0.23857
H: 2.70170 -2.13787 -4.22576
H: 2.11363 -0.67869 -3.33972
H: -2.57315 -3.83169 2.06138
H: 1.49808 3.52981 1.34528
H: 2.34951 4.19575 3.88553
H: -3.50763 -0.29908 3.09721
H: 1.95645 -2.48994 -0.53917
H: 0.64188 5.21248 0.01172
H: 3.79199 -0.86393 1.05569
H: 1.27044 -1.82957 3.21252
H: -3.04339 -2.71134 -0.56882
H: -1.42841 -3.70210 0.72961
H: -0.30683 -0.97134 -4.19716
H: -1.90499 1.38349 4.70113
H: -0.96718 0.11383 3.84245
H: -2.65380 2.40470 -2.68534
H: 2.90033 -1.42501 2.72995
H: -1.80040 -2.78007 -2.91755
H: -0.77798 -4.24401 -3.09260
H: 2.66035 -2.67698 1.08995
H: 3.87985 3.25168 -2.16348
H: -4.39421 -1.96297 0.32397
H: 1.89805 -0.17184 3.41067
H: -0.27265 -3.80542 -5.62502
H: 2.22105 1.76993 -3.21201
H: 1.49436 -3.39757 -5.65659
H: -0.91787 -3.31381 2.37704
H: 0.76525 2.92423 5.46188
H: -4.41600 -1.72173 2.53641
H: -0.52810 -3.10380 -1.74357
H: 3.28532 -0.19226 -0.48727
H: 0.93063 -3.07726 0.85446
H: -3.89741 0.48027 -2.00327
H: -3.39091 -1.01582 -0.76100
H: -3.24321 3.26996 -1.24141
H: 2.36172 -2.20772 -2.47099
H: -0.32765 0.82060 5.34447
H: 3.03366 5.15514 -0.64476
H: -0.94631 3.53505 -0.80612

Output
spin multiplicity = 3
HOMO level (alpha / beta) = -15.6 / -15.7 eV
charge = +3
relative energy (zero: lowest compared OMol25 entry of this formula, charge and spin) = 238.4 kJ/mol

---

Below is a single C20H25N3O2 molecule at a distorted geometry, with properties calculated with ωB97M-V with the def2-TZVPD basis set.

Element x y z (Å)
O: -2.48478 0.36168 -2.29410
O: -0.50966 -2.51092 -1.46100
N: -1.61735 3.35881 1.63061
N: 0.88427 0.81169 1.73937
N: -0.37902 2.87813 2.14989
C: 2.59431 -3.82900 1.99109
C: 0.92476 -0.43863 1.09234
C: 1.05359 -3.21740 0.07529
C: -0.38799 0.81691 -1.70815
C: 1.95472 -1.46224 1.60547
C: 0.13400 1.90265 1.18458
C: -2.37010 -0.06645 -0.93081
C: -2.00944 2.63566 0.41705
C: -1.17565 1.37419 0.65450
C: -1.78560 3.49387 -0.80937
C: 1.43953 -2.92074 1.51919
C: -1.28355 0.75659 -2.74109
C: 0.17662 -2.13529 -0.53302
C: 0.94759 1.11811 -1.92571
C: 0.42524 1.39159 -4.28162
C: -0.91836 1.02033 -4.04393
C: -0.96840 0.28205 -0.44033
C: 1.33966 1.43968 -3.23904
C: 0.04017 -0.77234 0.07745
C: 0.22865 -3.24563 2.45570
H: 0.53456 -4.17394 0.03229
H: 0.70590 1.65693 -5.29619
H: -0.66434 -2.66895 2.19521
H: 1.96807 -3.30591 -0.53230
H: -1.71460 4.37264 1.58299
H: -1.65314 0.81202 1.48260
H: 2.95170 -3.41398 2.92182
H: 3.46029 -3.88626 1.31523
H: 1.65043 1.05817 2.33920
H: -2.33168 3.06096 -1.68623
H: -3.16382 0.33889 -0.31661
H: 2.20118 -4.84029 2.18298
H: -1.62843 0.92096 -4.87826
H: 0.52372 -2.96768 3.47122
H: 2.87097 -1.34979 1.01643
H: -2.13431 4.50423 -0.65254
H: -2.48950 -1.12699 -0.82320
H: 1.69528 1.08013 -1.14221
H: -0.49626 2.38975 3.05826
H: 2.21980 -1.25540 2.65348
H: 2.37039 1.65315 -3.45210
H: -0.01925 -4.30736 2.48500
H: -0.72703 3.53807 -0.99442
H: 0.72815 2.43826 0.42793
H: -3.11127 2.42910 0.42502

Output
HOMO level = -8.0 eV
relative energy (zero: lowest compared OMol25 entry of this formula, charge and spin) = 301.0 kJ/mol

---

Below is a 2-piece molecular cluster, C2H7NOSi overall at a distorted geometry, with properties calculated with ωB97M-V with the def2-TZVPD basis set.

Element x y z (Å)
Si: 1.38886 0.84623 -0.28412
O: -0.10253 0.08807 -0.13449
N: 0.81301 -2.19655 -1.21052
C: -1.14251 0.41863 0.65648
C: -0.22783 -2.02705 -0.64253
H: 2.08681 0.74745 0.98789
H: -0.80242 1.05607 1.34375
H: 1.72570 -2.13184 -1.59978
H: -1.88876 0.85467 0.08056
H: 1.25303 2.29615 -0.75396
H: -1.69811 -0.55714 1.02754
H: 1.82367 0.10057 -1.41965

Output
HOMO level = -10.0 eV
relative energy (zero: lowest compared OMol25 entry of this formula, charge and spin) = 331.9 kJ/mol

---

Below is a single C5H7N3O2S molecule at a distorted geometry, with properties calculated with ωB97M-V with the def2-TZVPD basis set.

Element x y z (Å)
S: 0.93217 -1.73090 1.17037
O: -0.45476 2.18257 -0.77147
O: 1.53469 0.84540 -1.96485
N: 0.90317 -1.54984 -1.42780
N: 1.42385 0.85967 -0.64419
N: 0.72676 -1.15590 -2.50495
C: 0.06296 0.98677 1.32066
C: -1.53890 -0.77391 0.34226
C: 0.30431 1.50020 -0.11838
C: -0.44676 -0.52554 1.35144
C: 1.35865 -2.02192 -0.38892
H: -0.69340 1.51849 1.76083
H: -2.62004 -0.44448 0.46172
H: -1.46316 -1.87614 0.03528
H: 0.91832 1.53159 -2.33745
H: 0.94281 1.37714 1.90155
H: -0.58636 -0.62368 2.42666
H: -1.30430 -0.09952 -0.61276

Output
HOMO level (alpha / beta) = -8.1 / -9.1 eV
relative energy (zero: lowest compared OMol25 entry of this formula, charge and spin) = 757.7 kJ/mol

---

Calculated electronic energy, -10484.3060; -78197.8923; -29709.7561; -13600.0161; -24691.9810 eV (same order as the records).